Density functional theory data (ωB97M-V/def2-TZVPD) for a structure of composition C52H62Ge2HgN2O5S4.

XYZ file:
```
128
Properties=species:S:1:pos:R:3:forces:R:3
Hg -0.21455 0.51468 3.33200 0.0 0.2 -0.6
C -6.43017 0.33653 1.68862 0.0 0.0 -0.1
C -5.53966 -0.71422 1.07926 -0.1 0.0 0.0
C -5.13494 -1.81821 1.82012 0.0 0.0 0.0
C -4.27486 -2.76926 1.29230 0.0 0.0 0.0
C -3.86948 -3.96314 2.11332 0.0 0.1 0.0
C -3.78514 -2.59212 -0.01104 -0.1 0.0 0.0
C -4.25082 -1.53731 -0.80108 0.0 -0.1 0.0
C -3.87658 -1.40744 -2.25713 -0.2 0.0 0.5
C -5.11653 -0.60596 -0.23609 0.0 0.0 0.0
C -2.78531 -3.56457 -0.54025 0.0 -0.1 -0.1
C -3.24766 -4.79807 -0.98969 0.0 0.0 0.0
C -2.36532 -5.76808 -1.43617 0.0 0.0 0.0
C -1.01112 -5.49057 -1.46384 0.0 0.0 0.0
C -0.52680 -4.24391 -1.06767 0.1 -0.1 0.0
C -1.41059 -3.27483 -0.58822 0.1 0.5 0.1
Ge -0.76839 -1.52763 0.17964 0.1 0.4 0.1
S -1.05336 -1.65021 2.33271 -0.2 -0.3 0.0
S 1.41067 -0.88235 -0.18165 -0.4 0.3 -0.1
Ge 0.49605 1.21770 -0.27833 0.0 -0.3 0.1
S 0.43089 2.23989 1.63467 0.2 0.3 -0.1
S -1.57485 0.37876 -0.75679 0.4 -0.3 0.5
C 1.31350 2.43710 -1.66822 -0.2 -0.3 0.3
C 0.86421 2.34134 -2.99294 0.0 0.0 0.0
C 1.31625 3.22766 -3.96767 0.0 0.0 0.0
C 2.24528 4.19994 -3.65539 0.0 0.1 -0.1
C 2.73953 4.26760 -2.36721 -0.1 0.0 0.0
C 2.28936 3.40606 -1.36326 0.1 0.0 -0.2
C 3.02730 3.57647 -0.07766 0.0 -0.1 0.2
C 4.05581 2.68796 0.24042 -0.1 -0.1 0.0
C 4.30641 1.46041 -0.59511 0.0 0.1 0.0
C 4.84876 2.94106 1.35588 -0.1 0.0 0.1
C 4.63578 4.05009 2.16000 0.0 0.0 0.0
C 5.46488 4.28985 3.39190 -0.1 -0.1 0.0
C 3.60646 4.92292 1.82425 0.0 0.0 0.0
C 2.80466 4.71009 0.71378 0.0 -0.1 0.0
C 1.67645 5.65269 0.39708 0.0 0.0 0.0
C -0.06930 1.28155 -3.47082 0.0 -0.1 -0.2
C 0.44680 0.06589 -3.92366 0.0 0.2 0.1
C 1.90665 -0.28587 -3.80895 0.0 0.0 0.0
C -0.42502 -0.85816 -4.49347 -0.1 0.1 -0.2
C -1.78435 -0.61662 -4.59233 0.0 0.0 -0.1
C -2.71673 -1.63384 -5.19548 0.0 0.0 0.0
C -2.27873 0.59474 -4.11993 0.2 0.2 -0.3
C -1.44026 1.55349 -3.57696 0.0 0.0 -0.2
C -1.99233 2.86007 -3.07562 0.0 -0.1 0.0
C 0.93841 -4.00074 -1.19789 0.1 0.0 -0.1
C 1.77796 -4.06293 -0.08304 -0.1 -0.1 -0.1
C 1.23013 -4.38945 1.27978 0.0 0.1 0.0
C 3.13847 -3.82573 -0.25633 0.0 0.0 0.0
C 3.67399 -3.53603 -1.50070 0.1 0.0 0.0
C 5.14593 -3.26773 -1.67220 -0.1 0.0 0.0
C 2.82722 -3.51576 -2.60368 0.0 -0.1 0.0
C 1.46762 -3.75497 -2.47288 0.0 -0.1 0.1
C 0.57232 -3.75844 -3.68417 0.0 -0.2 0.2
H -6.50702 0.19984 2.76690 0.0 0.0 0.0
H -7.43584 0.29250 1.26324 0.0 0.0 0.0
H -6.03403 1.33475 1.49401 0.0 0.0 0.0
H -5.47645 -1.92418 2.84497 0.0 0.0 0.0
H -4.28259 -3.89458 3.11943 0.0 0.0 0.0
H -2.78348 -4.02064 2.19442 0.0 0.0 0.0
H -4.21748 -4.89116 1.65416 0.0 0.0 0.0
H -3.05698 -2.07223 -2.52476 0.0 0.1 0.1
H -3.57472 -0.38601 -2.48903 -0.1 -0.2 0.1
H -4.73645 -1.66022 -2.88403 -0.1 0.0 0.0
H -5.44649 0.23439 -0.83976 0.0 0.0 0.0
H -4.31432 -4.99045 -0.97296 0.0 0.0 0.0
H -2.73207 -6.73382 -1.76263 0.0 0.0 0.0
H -0.30382 -6.23981 -1.80152 0.0 0.0 0.0
H 0.94141 3.12638 -4.97970 0.0 0.0 0.0
H 2.59925 4.88639 -4.41546 0.0 0.0 0.0
H 3.50534 4.99221 -2.11605 0.0 0.0 0.0
H 4.32675 1.70574 -1.65878 0.0 0.0 0.0
H 3.52157 0.71509 -0.44236 0.1 0.0 0.0
H 5.25823 1.00251 -0.32630 0.0 0.0 0.0
H 5.63873 2.24140 1.60830 0.0 0.0 0.0
H 6.36263 3.67227 3.38755 0.0 0.0 0.0
H 4.88973 4.02686 4.28278 0.0 0.0 0.0
H 5.75635 5.33870 3.46859 0.0 0.0 0.0
H 3.42032 5.78732 2.45481 0.0 0.0 0.0
H 1.61975 6.45097 1.13707 0.0 0.0 0.0
H 0.73063 5.10692 0.40128 0.0 0.0 0.0
H 1.79690 6.10007 -0.59137 0.0 0.0 0.0
H 2.53151 0.59699 -3.68435 0.0 0.0 0.0
H 2.24070 -0.82937 -4.69555 0.0 0.0 0.0
H 2.06120 -0.93365 -2.94242 0.0 0.1 0.0
H -0.01616 -1.78568 -4.87744 -0.1 0.4 -0.1
H -2.16455 -2.46390 -5.63601 0.0 0.0 0.0
H -3.33744 -1.18042 -5.97053 0.0 0.0 0.0
H -3.38626 -2.04222 -4.43395 0.1 0.0 -0.3
H -3.34471 0.79251 -4.18444 0.1 0.1 -0.1
H -3.05475 2.94637 -3.30283 0.0 0.0 0.0
H -1.46782 3.70597 -3.52288 0.0 0.0 0.0
H -1.86648 2.93254 -1.99235 0.0 0.1 0.0
H 0.52059 -5.21697 1.22826 0.0 0.0 0.0
H 0.69482 -3.53740 1.70896 0.0 -0.1 0.0
H 2.03352 -4.65565 1.96605 0.0 0.0 0.0
H 3.79243 -3.85299 0.60919 0.0 0.0 0.0
H 5.66005 -3.28205 -0.71174 0.0 0.0 0.0
H 5.30985 -2.29189 -2.13382 0.0 0.0 0.0
H 5.60354 -4.02098 -2.31739 0.0 0.0 0.0
H 3.23693 -3.30345 -3.58705 0.0 0.0 0.0
H 1.13911 -3.51488 -4.58232 0.0 0.0 0.0
H -0.23620 -3.03377 -3.57019 0.1 -0.3 0.1
H 0.11433 -4.73755 -3.82991 0.0 0.0 0.0
O -2.78158 -0.84609 5.14876 -0.1 0.0 0.0
H -2.63153 -1.24189 4.27821 0.1 0.0 0.1
H -1.90526 -0.80106 5.55523 0.0 0.0 -0.1
O 2.74941 -1.14429 3.23828 0.1 -0.1 0.0
H 2.35538 -1.18666 2.35235 -0.1 0.0 0.1
H 2.06796 -1.45450 3.85374 -0.1 0.1 0.0
O 2.52859 1.62216 4.06693 0.2 0.2 0.3
H 2.83676 0.71033 3.93950 -0.1 0.0 -0.2
H 2.61854 2.04162 3.20169 -0.1 -0.1 -0.1
O 0.44293 -0.64175 5.13550 0.1 -0.1 0.0
O 0.40441 -0.04794 6.30224 0.0 0.1 0.1
C 0.31504 3.26802 5.71026 0.1 -0.1 -0.1
C -1.01630 3.24013 5.06132 -0.3 0.0 -0.1
N -1.54332 2.24949 4.37045 0.2 0.2 0.2
C -2.77425 2.67202 3.92925 -0.1 -0.1 0.0
C -3.01235 3.93110 4.37501 0.0 0.0 0.0
N -1.88688 4.27951 5.09116 0.0 0.0 0.0
H 0.58820 2.25484 6.00405 0.0 0.0 0.1
H 0.30722 3.92237 6.58383 0.0 0.0 0.0
H 1.07984 3.61218 5.01076 0.0 0.0 0.0
H -3.39997 2.02592 3.33640 0.0 0.0 0.0
H -3.85033 4.59510 4.26007 0.0 0.0 0.0
H -1.73744 5.14624 5.57268 0.0 0.0 0.0
```
Positions in Å, forces in eV/Å.

Its HOMO energy (spin up / spin down) is -4.87 / -4.44 eV. The LUMO energy (spin up / spin down) comes out at 2.36 / 2.36 eV. As for the charge: -1. For the HOMO-LUMO gap (spin up / spin down), the calculation gives 7.2 / 6.8 eV. As for the expectation value of S²: 0.76. Its spin multiplicity is 2.